The following is a quantum chemistry calculation of a structure of composition C7H28FeO19S3 in a non-equilibrium geometry, from the OMol25 dataset.

Each line ends with the Mulliken charge.
Geometry (Å):
Fe  -4.2343  -17.1456  -15.9802  1.66
S  -1.8319  -17.6129  -13.6687  1.16
S  -5.5282  -18.9355  -14.2145  1.13
S  -4.0754  -14.4961  -16.8250  0.44
O  -3.3733  -15.7522  -17.1570  -0.61
O  -7.3561  -14.8834  -18.1492  -0.58
O  -6.8296  -19.5780  -14.3876  -0.74
O  -5.6659  -17.2827  -17.4950  0.13
O  -3.2653  -17.5099  -20.2187  -0.51
O  -1.0317  -12.2023  -16.5625  -0.60
O  -2.9615  -18.3100  -17.3084  0.27
O  -0.5085  -16.9963  -13.8527  -0.78
O  -2.4399  -17.2596  -12.3605  -0.75
O  -4.8767  -11.4462  -18.8269  -0.64
O  -4.9235  -14.1052  -17.9830  -0.59
O  -2.6913  -17.1906  -14.8444  -0.73
O  -3.2689  -13.4689  -16.1897  -0.27
O  -1.7879  -19.0945  -13.5748  -0.78
O  -4.9102  -15.2229  -15.8222  -0.70
O  -4.8495  -19.2683  -12.9925  -0.63
O  -5.4438  -17.4719  -14.4426  -0.53
O  -3.3650  -12.5980  -13.4693  -0.63
O  -4.6450  -19.1607  -15.4409  -0.55
C  -4.3722  -10.7709  -17.6931  -0.51
C  -0.4184  -11.9483  -15.3255  -0.66
C  -8.1238  -14.0777  -17.3040  -0.72
C  -3.4360  -16.0898  -20.4248  -0.39
C  -2.8006  -13.7820  -12.8873  -0.45
C  -2.6016  -19.6832  -17.2691  -0.93
C  -6.4154  -18.4743  -17.7579  -0.83
H  -3.3503  -17.9711  -21.0524  0.26
H  -2.3814  -13.4707  -11.9317  0.35
H  0.5026  -11.3691  -15.4253  0.31
H  -7.7691  -14.0222  -16.2687  0.25
H  -4.8857  -12.3810  -18.5473  0.54
H  -2.6943  -18.0114  -18.1846  0.07
H  -8.1300  -13.0557  -17.7067  0.27
H  -6.8950  -18.3664  -18.7381  0.29
H  -0.4012  -12.8514  -14.7125  0.22
H  -4.2484  -15.6186  -19.8812  -0.02
H  -3.1694  -20.3687  -17.9109  0.26
H  -6.2217  -16.5833  -17.8667  0.25
H  -1.8305  -12.7571  -16.4310  0.51
H  -1.0109  -11.2386  -14.7197  0.23
H  -3.3109  -10.9696  -17.5068  0.18
H  -6.4307  -14.5471  -18.0620  0.24
H  -4.8572  -11.1506  -16.7866  0.16
H  -3.5609  -12.8107  -14.3904  0.35
H  -1.5624  -19.7536  -17.6156  0.32
H  -5.7528  -19.3281  -17.6733  0.12
H  -4.5039  -9.6883  -17.7408  0.35
H  -2.4950  -15.6061  -20.1556  0.20
H  -3.5640  -14.5596  -12.8523  0.22
H  -9.1651  -14.3938  -17.1940  0.30
H  -3.4560  -15.9660  -21.5132  0.45
H  -1.9845  -14.2324  -13.4620  0.10
H  -2.6340  -20.0565  -16.2486  0.24
H  -7.2528  -18.5572  -17.0611  0.29

Cartesian forces, eV/Å:
1.01 -1.60 2.60
0.11 -2.47 3.84
2.38 -0.64 -0.71
-1.27 -4.23 1.93
3.51 0.55 -3.40
-0.30 -0.56 -0.05
-0.29 0.48 -0.10
-0.88 -0.69 -1.03
-0.23 0.19 0.64
0.57 0.39 -0.47
-0.06 -0.99 -0.86
-0.07 0.23 -0.49
0.04 1.80 -1.05
0.06 0.36 0.01
0.90 1.53 0.00
-0.42 0.74 -0.65
-0.50 0.57 -1.01
0.76 0.22 -1.89
-2.63 2.59 1.68
-0.75 -0.61 0.28
-2.70 3.53 1.21
0.26 0.27 -0.08
0.23 -2.24 -1.50
0.33 -0.39 0.82
-1.37 0.68 0.76
-0.25 0.84 0.48
1.42 -0.46 -1.04
-0.13 -0.10 -0.49
1.06 -0.40 0.34
-0.57 0.29 0.04
-0.11 0.11 -0.01
-0.29 -0.32 0.23
0.47 -0.79 -0.39
0.43 -0.16 -0.12
-0.06 -0.19 -0.29
-0.38 0.60 0.05
-0.15 0.10 0.15
0.40 -0.25 -0.25
0.78 -0.02 -0.03
-0.18 -0.38 0.03
-0.52 0.42 -0.06
0.24 0.63 0.60
0.32 0.16 0.06
-0.33 -0.15 -0.07
0.08 0.05 -0.30
-0.01 -0.11 -0.06
-0.17 0.25 0.04
0.01 -0.09 -0.01
0.07 -0.06 0.10
-0.07 -0.03 0.00
-0.25 -0.03 -0.34
-0.16 0.07 0.48
0.13 -0.10 0.60
0.05 -0.39 -0.52
-0.67 0.46 0.03
0.02 0.24 -0.18
-0.17 0.33 0.09
0.33 -0.21 0.38

Summary:
Frontier orbital gap (alpha / beta): 4.17 / 4.14 eV
LUMO level (alpha / beta): 0.214 / 0.214 hartree
Multiplicity: 6
Highest occupied orbital energy (alpha / beta): 1.67 / 1.69 eV
Net charge: -3
Max |F|: 4.92 eV/Å
Energy above the lowest of the compared OMol25 structures with the same formula, charge and spin: 0.0 kJ/mol